Entry 1:
Below is a structure of composition C12H36AlB3O6S3 in a non-equilibrium geometry, with properties calculated with ωB97M-V with the def2-TZVPD basis set.

Strongest force on any atom, eV Å⁻¹: 3.586
Kohn-Sham gap, eV: 3.8
Lowest unoccupied orbital energy, eV: -5.194
ΔE to the lowest compared entry with this formula, charge and spin, kcal/mol: 75.55

Geometry (Å):
Al: 0.1887 0.7326 -2.1053
B: -0.4454 4.3474 -2.6519
H: 0.3508 5.1562 -2.4555
H: 0.0546 3.3399 -2.4498
H: -1.2446 4.5958 -1.8686
H: -0.8656 4.4300 -3.7060
B: 3.1852 2.5473 -2.1895
H: 3.3592 2.9290 -1.1231
H: 2.0439 2.4221 -2.2259
H: 3.5520 3.3193 -2.9442
H: 3.7694 1.5790 -2.3483
B: -1.8824 0.8571 -4.1539
H: -1.6484 1.9413 -3.8902
H: -2.6797 0.8070 -4.9730
H: -0.8958 0.3804 -4.5253
H: -2.2680 0.2412 -3.2637
C: 5.2498 1.4262 2.1679
C: 4.0642 2.2738 2.6459
C: 2.7417 1.5893 2.3445
S: 3.0448 0.2992 1.1262
O: 2.2450 0.5334 -0.0667
O: 2.9566 -0.9796 1.7769
C: 4.7884 0.7992 0.8416
H: 5.4357 0.6657 2.9300
H: 6.1517 2.0279 2.0817
H: 4.2353 3.2624 2.2148
H: 4.1222 2.5385 3.7038
H: 2.1615 2.3005 1.7523
H: 2.1182 1.1887 3.1386
H: 4.6990 1.6383 0.1448
H: 5.2504 -0.0001 0.2660
C: -4.7924 -2.8249 -1.9859
C: -4.2927 -3.2088 -0.5678
C: -2.9040 -3.7200 -0.7088
S: -2.0508 -2.7810 -2.0539
O: -1.1481 -3.6449 -2.7844
O: -1.6132 -1.4664 -1.5998
C: -3.6093 -2.4705 -2.9648
H: -5.4818 -1.9867 -1.8969
H: -5.3778 -3.6753 -2.3335
H: -4.8781 -3.8572 0.0799
H: -4.0410 -2.3127 0.0119
H: -2.9003 -4.7360 -1.1183
H: -2.1940 -3.7539 0.1173
H: -3.7272 -3.2104 -3.7591
H: -3.5266 -1.5511 -3.5418
C: -0.7266 -1.8562 3.8949
C: -0.1788 -0.4054 4.0305
C: -0.9478 0.4281 3.0148
S: -1.2803 -0.6908 1.6011
O: -0.3572 -0.2867 0.5593
O: -2.6967 -0.6555 1.3660
C: -0.6761 -2.2009 2.4111
H: -1.7073 -1.9624 4.3643
H: -0.1633 -2.6009 4.4601
H: 0.8908 -0.4544 3.8183
H: -0.2574 -0.0733 5.0648
H: -0.4407 1.2985 2.6023
H: -1.9032 0.7536 3.4245
H: 0.3747 -2.1769 2.1173
H: -1.2315 -3.1059 2.1826

Let us look at the Mulliken charges, expressed in e, one per atom:
1. Al 0.93
2. B 0.56
3. H -0.04
4. H -0.60
5. H -0.14
6. H -0.15
7. B 0.96
8. H -0.25
9. H -0.57
10. H -0.13
11. H -0.24
12. B 0.73
13. H -0.28
14. H -0.06
15. H -0.17
16. H -0.33
17. C -0.68
18. C -0.84
19. C -0.20
20. S 0.76
21. O -0.49
22. O -0.64
23. C -0.50
24. H 0.31
25. H 0.40
26. H 0.33
27. H 0.36
28. H 0.31
29. H 0.09
30. H 0.10
31. H 0.46
32. C -0.78
33. C -0.20
34. C -0.65
35. S 1.06
36. O -0.75
37. O -0.40
38. C -0.55
39. H 0.35
40. H 0.35
41. H 0.43
42. H 0.05
43. H 0.39
44. H 0.13
45. H 0.35
46. H 0.28
47. C -0.95
48. C -0.38
49. C -0.79
50. S 0.99
51. O -0.53
52. O -0.68
53. C -0.48
54. H 0.35
55. H 0.44
56. H 0.12
57. H 0.44
58. H 0.37
59. H 0.35
60. H 0.37
61. H 0.33


Entry 2:
Below is a structure of composition C41H31ClGeN4O5S2V in a non-equilibrium geometry, with properties calculated with ωB97M-V with the def2-TZVPD basis set.

Charge: -1
Strongest force on any atom, eV Å⁻¹: 2.509
Kohn-Sham gap, eV: 6.9
Lowest unoccupied orbital energy, eV: 1.983
ΔE to the lowest compared entry with this formula, charge and spin, kcal/mol: 0.00

Geometry (Å):
V: 0.6314 1.2910 -0.4345
O: 4.2923 1.2301 4.4752
C: 3.0694 1.0733 4.9439
O: 2.8618 0.8886 6.1178
C: 1.9175 1.1336 3.9754
C: 0.6073 0.9816 4.3518
Cl: -0.0691 0.6216 5.8692
N: -0.1769 1.0774 3.2541
N: 0.5653 1.2721 2.1422
C: 1.8197 1.3103 2.5683
C: 2.8536 1.4417 1.4979
O: 4.0427 1.5341 1.7679
O: 2.3675 1.4245 0.3170
C: -1.6069 0.9294 3.1771
C: -2.1377 0.1082 2.2031
C: -3.5158 -0.0439 2.1294
C: -4.3454 0.6248 3.0213
C: -3.7926 1.4570 3.9862
C: -2.4169 1.6172 4.0662
H: 4.3112 1.3752 3.4826
H: -1.4714 -0.3852 1.5078
H: -3.9385 -0.6848 1.3656
H: -5.4207 0.5041 2.9580
H: -4.4318 1.9980 4.6727
H: -1.9815 2.2762 4.8055
S: 1.1385 1.4309 -2.6851
C: 1.6350 3.0949 -3.0141
C: 2.1270 3.3878 -4.2849
C: 2.5602 4.6576 -4.6274
C: 3.0585 4.9074 -5.9686
N: 3.4420 5.0930 -7.0372
C: 2.5046 5.6708 -3.6659
C: 2.0147 5.3904 -2.4043
C: 1.5649 4.1118 -2.0469
S: 0.9179 3.8317 -0.4511
C: 2.9558 7.0197 -3.9667
N: 3.3102 8.0916 -4.1859
H: 2.1773 2.5979 -5.0251
H: 1.9746 6.1821 -1.6666
C: -2.4227 3.2709 0.5354
C: -2.2887 2.2057 -0.5453
C: -2.3879 2.7533 -1.9451
O: -1.0084 1.5240 -0.4325
H: -2.5764 4.2524 0.0855
H: -1.5091 3.3299 1.1245
H: -3.2511 3.0568 1.2102
H: -3.0343 1.4311 -0.4088
H: -1.6799 3.5746 -2.0746
H: -3.4041 3.1189 -2.1140
H: -2.1571 1.9849 -2.6839
C: 0.8599 -0.5394 -0.6251
Ge: 0.1345 -2.3234 -0.7685
C: -1.7384 -2.5797 -1.1858
C: -2.2348 -3.0071 -2.4211
C: -3.5909 -3.2634 -2.6027
C: -4.4789 -3.0971 -1.5505
C: -4.0045 -2.6818 -0.3131
C: -2.6490 -2.4328 -0.1353
C: 1.3542 -3.3577 -1.8935
C: 2.6550 -3.4788 -1.3882
C: 3.6551 -4.1183 -2.1105
C: 3.3749 -4.6604 -3.3596
C: 2.0915 -4.5611 -3.8742
C: 1.0947 -3.9131 -3.1486
C: 0.3437 -3.0472 1.0299
C: 0.1751 -4.4150 1.2682
C: 0.3571 -4.9368 2.5439
C: 0.7133 -4.0989 3.5989
C: 0.8871 -2.7401 3.3769
C: 0.7034 -2.2225 2.0966
H: 1.9420 -0.7184 -0.7296
H: -1.5763 -3.1227 -3.2657
H: -3.9500 -3.5961 -3.5690
H: -5.5341 -3.2971 -1.6911
H: -4.6874 -2.5684 0.5212
H: -2.2925 -2.1673 0.8525
H: 2.8967 -3.0763 -0.4087
H: 4.6546 -4.1884 -1.6989
H: 4.1548 -5.1512 -3.9301
H: 1.8607 -4.9821 -4.8457
H: 0.1146 -3.8476 -3.5910
H: -0.0976 -5.0817 0.4549
H: 0.2273 -5.9989 2.7167
H: 0.8620 -4.5083 4.5908
H: 1.1726 -2.0840 4.1925
H: 0.8535 -1.1631 1.9202

Let us look at the Mulliken charges, expressed in e, one per atom:
1. V -0.38
2. O -0.56
3. C 0.38
4. O -0.61
5. C -0.36
6. C -0.03
7. Cl -0.13
8. N 0.13
9. N 0.65
10. C 0.44
11. C 0.79
12. O -0.93
13. O -0.21
14. C -1.11
15. C 1.27
16. C 0.22
17. C -0.83
18. C -0.76
19. C -0.40
20. H 0.45
21. H -0.17
22. H 0.14
23. H 0.42
24. H 0.37
25. H 0.54
26. S -0.46
27. C 0.63
28. C -0.91
29. C 0.45
30. C -0.17
31. N -0.58
32. C 0.61
33. C -0.92
34. C 0.43
35. S -0.46
36. C -0.19
37. N -0.57
38. H 0.47
39. H 0.49
40. C -0.97
41. C 0.74
42. C -1.60
43. O -0.49
44. H 0.43
45. H 0.13
46. H 0.20
47. H 0.20
48. H 0.29
49. H 0.51
50. H 0.30
51. C 0.03
52. Ge 2.83
53. C 0.26
54. C -0.48
55. C -0.75
56. C -0.63
57. C -0.85
58. C -0.18
59. C 0.26
60. C -0.33
61. C -0.79
62. C -0.40
63. C -0.85
64. C -0.38
65. C -0.50
66. C -0.20
67. C -0.78
68. C -0.57
69. C -0.36
70. C 0.51
71. H 0.49
72. H 0.33
73. H 0.39
74. H 0.38
75. H 0.50
76. H 0.64
77. H 0.35
78. H 0.39
79. H 0.37
80. H 0.39
81. H 0.05
82. H 0.39
83. H 0.37
84. H 0.39
85. H 0.37
86. H -0.46


Entry 3:
Below is a structure of composition C16H34BNP2Ti in a non-equilibrium geometry, with properties calculated with ωB97M-V with the def2-TZVPD basis set.

2S+1: 3
Strongest force on any atom, eV Å⁻¹: 4.168
Kohn-Sham gap (alpha / beta), eV: 6.2 / 6.8
Lowest unoccupied orbital energy (alpha / beta), eV: -0.128 / -0.297
ΔE to the lowest compared entry with this formula, charge and spin, kcal/mol: 10.42

Geometry (Å):
P: 0.9052 -0.5798 1.6959
P: -1.3203 -1.8037 -0.7154
C: 0.1907 0.3943 0.3077
C: -1.1160 -0.0615 -0.3169
H: 0.9643 0.5760 -0.4490
H: -0.0071 1.3643 0.7745
H: -1.9900 0.2878 0.2541
H: -1.1949 0.3562 -1.3187
C: -0.6335 -1.9035 -2.4179
H: -1.3317 -2.5413 -2.9840
H: 0.3693 -2.3800 -2.4216
H: -0.5724 -0.9130 -2.8962
C: -3.0881 -2.0427 -0.7552
H: -3.5140 -1.3640 -1.5061
H: -3.5118 -1.8106 0.2287
H: -3.3103 -3.0821 -1.0171
C: 2.5946 0.1126 1.8604
H: 3.1396 -0.5191 2.5794
H: 2.5632 1.1529 2.2250
H: 3.1232 0.0723 0.8989
C: 0.1080 0.1169 3.1580
H: -0.9778 0.1660 3.0266
H: 0.5109 1.1293 3.3132
H: 0.3397 -0.4965 4.0388
Ti: 0.7729 -2.4797 0.1771
C: -1.0238 2.6063 -1.4824
C: -0.1342 2.0990 -2.3589
C: 1.0741 2.8601 -2.7848
C: 1.8767 3.5574 -1.6458
C: 1.8101 2.9106 -0.2992
C: 0.9613 3.2776 0.6801
C: -0.2306 4.1518 0.4592
C: -0.9923 3.9765 -0.8928
C: 1.4050 -3.2360 2.1079
H: -1.9602 2.0838 -1.2620
H: -0.3630 1.2118 -2.9549
H: 0.7737 3.6413 -3.5065
H: 1.7676 2.1972 -3.3195
H: 2.9380 3.5340 -1.9499
H: 1.6138 4.6280 -1.6060
H: 2.5936 2.1731 -0.1017
H: 1.1939 3.0574 1.7318
H: 0.0595 5.2140 0.5453
H: -0.9636 3.9704 1.2614
H: -2.0480 4.2158 -0.6745
H: -0.6700 4.7466 -1.6110
H: 0.5259 -3.7478 2.5329
H: 1.9265 -2.6281 2.8570
H: 2.0959 -3.9983 1.6918
B: -1.4508 -6.4704 0.9632
C: -0.7636 -5.2288 0.4575
N: -0.1680 -4.2638 0.1054
H: -1.8158 -6.1739 2.0904
H: -0.6443 -7.4017 0.9719
H: -2.4012 -6.7150 0.2538

Let us look at the Mulliken charges, expressed in e, one per atom:
1. P 1.16
2. P 1.03
3. C 0.27
4. C -1.13
5. H 0.34
6. H -0.57
7. H 0.51
8. H -0.22
9. C -0.98
10. H 0.39
11. H 0.29
12. H 0.32
13. C -1.25
14. H 0.40
15. H 0.35
16. H 0.40
17. C -1.23
18. H 0.44
19. H 0.33
20. H 0.31
21. C -1.26
22. H 0.37
23. H 0.40
24. H 0.36
25. Ti -0.09
26. C -0.06
27. C -0.38
28. C -1.02
29. C -0.96
30. C -0.09
31. C -0.32
32. C -0.85
33. C -1.06
34. C -1.51
35. H 0.68
36. H 0.44
37. H 0.33
38. H 0.40
39. H 0.47
40. H 0.28
41. H 0.41
42. H 0.53
43. H 0.37
44. H 0.34
45. H 0.42
46. H 0.30
47. H 0.33
48. H 0.49
49. H 0.39
50. B 0.02
51. C 0.08
52. N -0.63
53. H -0.10
54. H -0.11
55. H -0.13


Entry 4:
Below is a structure of composition FNO5S2 in a non-equilibrium geometry, with properties calculated with ωB97M-V with the def2-TZVPD basis set.

Charge: -2
Strongest force on any atom, eV Å⁻¹: 4.056
Kohn-Sham gap, eV: 7.1
Lowest unoccupied orbital energy, eV: 6.568

Geometry (Å):
N: 0.9278 0.1513 -0.8244
O: -0.4271 -0.7760 0.8578
O: 1.0055 -2.3763 -0.4722
O: 2.0216 -1.0523 1.2704
O: -1.9808 0.3723 -0.8384
O: -0.9558 1.6832 1.1013
F: -0.8207 2.4567 -1.2540
S: 0.8992 -1.1114 0.2573
S: -0.8498 0.9176 -0.1244

Let us look at the Mulliken charges, expressed in e, one per atom:
1. N -0.52
2. O -0.52
3. O -0.69
4. O -0.72
5. O -0.59
6. O -0.59
7. F -0.58
8. S 1.13
9. S 1.07